This record from the Open Molecules 2025 dataset describes a structure of composition C21H32NO10PPbS2. The level of theory is ωB97M-V/def2-TZVPD.

F_max (eV/Å): 0.46
Energy (eV): -80475.488
HOMO energy (eV): -2.345
Molar mass (g/mol): 760.79
Net charge: -2
2S+1: 1
Energy above the lowest of the compared OMol25 structures with the same formula, charge and spin (eV): 0.5897
Kohn-Sham gap (eV): 6.4

Last column: natural (NBO) charge in e.
Element x y z (Å)
1 Pb -0.359 -0.635 0.415  1.554
2 O 0.539 -2.801 -2.642  -0.768
3 C 1.166 -1.751 -3.326  -0.068
4 C 0.483 -0.399 -3.158  -0.247
5 N 0.653 0.278 -1.866  -0.483
6 C 2.046 0.610 -1.590  -0.353
7 C 2.284 1.121 -0.160  0.795
8 O 3.231 1.872 0.037  -0.686
9 O 1.492 0.665 0.741  -0.877
10 C -0.165 1.503 -1.898  -0.362
11 C -1.679 1.179 -1.929  0.771
12 O -2.410 1.894 -2.612  -0.709
13 O -2.009 0.176 -1.220  -0.833
14 H 0.859 -2.765 -1.704  0.508
15 H 1.136 -1.988 -4.396  0.160
16 H 2.229 -1.685 -3.058  0.157
17 H -0.588 -0.545 -3.305  0.228
18 H 0.838 0.275 -3.959  0.159
19 H 2.433 1.356 -2.299  0.186
20 H 2.658 -0.290 -1.676  0.227
21 H 0.097 2.121 -2.767  0.185
22 H 0.033 2.087 -0.994  0.231
23 C 7.006 -4.015 -1.312  -0.247
24 O 5.637 -3.831 -1.562  -0.523
25 C 4.889 -3.248 -0.561  0.400
26 C 5.443 -2.788 0.634  -0.433
27 C 4.580 -2.213 1.554  -0.114
28 C 3.209 -2.094 1.361  -0.297
29 C 2.362 -1.544 2.434  0.617
30 C 2.911 -0.521 3.395  -0.724
31 O 1.196 -1.890 2.574  -0.597
32 C 2.644 -2.539 0.114  0.452
33 O 1.409 -2.400 -0.216  -0.828
34 C 3.541 -3.127 -0.815  -0.409
35 H 7.407 -4.539 -2.179  0.180
36 H 7.176 -4.622 -0.416  0.167
37 H 7.529 -3.060 -1.195  0.169
38 H 6.498 -2.863 0.852  0.201
39 H 5.004 -1.869 2.488  0.196
40 H 3.985 -0.551 3.553  0.195
41 H 2.377 -0.611 4.339  0.228
42 H 2.658 0.447 2.953  0.281
43 H 3.142 -3.485 -1.755  0.219
44 C -1.938 5.790 4.420  -0.629
45 C -1.008 4.837 3.681  0.124
46 C -1.098 4.997 2.174  -0.644
47 O -1.211 3.506 4.161  -0.839
48 P -2.232 2.379 3.612  1.662
49 S -2.374 1.028 5.021  -0.711
50 S -1.774 1.780 1.778  -0.754
51 O -3.561 3.324 3.532  -0.865
52 C -4.798 3.007 2.881  0.129
53 C -5.170 1.536 2.940  -0.656
54 C -4.787 3.544 1.459  -0.640
55 H -1.698 6.825 4.160  0.186
56 H -1.827 5.661 5.497  0.207
57 H -2.973 5.586 4.153  0.225
58 H 0.023 5.054 3.983  0.169
59 H -2.106 4.799 1.812  0.222
60 H -0.422 4.313 1.666  0.246
61 H -0.828 6.026 1.922  0.189
62 H -5.537 3.570 3.465  0.158
63 H -4.476 0.934 2.354  0.245
64 H -6.175 1.417 2.526  0.191
65 H -5.156 1.175 3.967  0.231
66 H -4.045 3.019 0.858  0.256
67 H -4.554 4.610 1.460  0.196
68 H -5.770 3.407 1.002  0.192